C5H12N2O | ωB97M-V with the def2-TZVPD basis set

```
20
Properties=species:S:1:pos:R:3:mulliken_charge:R:1
N 0.8883 2.2026 2.0578 -0.671
C 0.6515 0.8853 1.5584 -0.223
C -0.3986 0.5371 0.8218 0.491
N -1.3886 1.4228 0.3276 -0.561
C -0.6849 -0.9104 0.5509 -1.301
C -0.7231 -1.3699 -0.9007 -0.409
C 0.6529 -1.7723 -1.4535 -0.448
O 1.0872 -0.9928 -2.5583 -0.549
H 1.8608 2.2910 2.3399 0.274
H 0.8068 2.8456 1.2795 0.242
H 1.3214 0.1052 1.8766 0.323
H -2.2618 1.3354 0.8540 0.226
H -1.0987 2.3873 0.4732 0.233
H -0.0533 -1.5699 1.1486 0.395
H -1.6299 -1.1537 1.0480 0.413
H -1.4157 -2.2185 -1.0221 0.314
H -1.1942 -0.5900 -1.5154 0.389
H 1.3670 -1.5609 -0.6564 0.257
H 0.7589 -2.8196 -1.7220 0.301
H 0.4784 -0.9721 -3.2970 0.303
```

The calculation puts the HOMO-LUMO gap at 8.80 eV. The calculation puts the energy above the lowest of the compared OMol25 structures with the same formula, charge and spin at 201.5 kJ/mol.